Record 1
The ion C8H17N3 with charge +2 at a distorted geometry. Source: the Open Molecules 2025 dataset; level of theory: ωB97M-V/def2-TZVPD.

Calculated values
Kohn-Sham gap, eV: 9.5
Net charge: +2
Energy relative to the best compared isomer or geometry (same formula, charge and spin), kcal per mole: 29.2
HOMO level, eV: -18.782
SMILES: C[C@H]1[NH+]=C[NH+]=CN1C(C)(C)C
LUMO level, eV: -9.3

Each line ends with the Löwdin charge.
CARTESIAN COORDINATES (ANGSTROEM)
C: -1.88693 -0.63164 1.43414  0.01
C: -0.77844 0.35014 1.16506  -0.19
N: -0.06453 0.55321 2.38431  0.17
C: 0.84701 -0.24217 2.78463  0.02
N: 1.44541 -1.07490 1.86416  0.15
C: 1.19537 -1.01467 0.51954  0.01
N: 0.21015 -0.31502 0.01368  0.11
C: 0.11963 0.16869 -1.40606  -0.49
C: 1.32973 -0.20882 -2.25469  -0.01
C: -1.16295 -0.21773 -2.10595  0.01
C: 0.21849 1.71048 -1.13599  0.00
H: -2.74511 -0.60122 0.85377  0.07
H: -2.37171 -0.42552 2.36830  0.10
H: -1.33537 -1.66843 1.39523  0.15
H: -1.23177 1.17963 0.64955  0.14
H: -0.35290 1.30413 3.02507  0.22
H: 1.30481 0.01837 3.78245  0.22
H: 2.10040 -1.83987 2.21126  0.23
H: 1.88509 -1.58252 -0.14080  0.19
H: 2.26856 0.25874 -1.80908  0.14
H: 1.54762 -1.22934 -2.37531  0.08
H: 1.16004 0.15958 -3.17692  0.07
H: -2.06055 -0.13694 -1.47821  0.09
H: -0.98973 -1.20282 -2.47577  0.09
H: -1.51166 0.33471 -2.96637  0.12
H: -0.67851 2.35161 -0.97408  0.12
H: 0.67210 2.00724 -0.22161  0.07
H: 0.86576 1.99507 -1.93031  0.09

Atoms 1-2, force components in eV/Å:
C 2.476 -2.606 0.880
C -0.912 -1.811 -3.127

---

Record 2
The molecule C2HNO at a distorted geometry. Source: the Open Molecules 2025 dataset; level of theory: ωB97M-V/def2-TZVPD.

Calculated values
Kohn-Sham gap, eV: 10.2
Net charge: 0
Energy relative to the best compared isomer or geometry (same formula, charge and spin), kcal per mole: 19.1
HOMO level, eV: -11.697
SMILES: N#CC=O
LUMO level, eV: -1.5

Each line ends with the Löwdin charge.
CARTESIAN COORDINATES (ANGSTROEM)
N: 0.73588 -1.17766 1.43408  0.19
C: 0.20776 -0.53173 0.64898  -0.17
C: -0.28680 0.33392 -0.36664  -0.15
O: -0.16383 0.00672 -1.63496  0.01
H: -0.49300 1.36875 -0.08147  0.12

Atoms 1-2, force components in eV/Å:
N 0.012 -0.187 0.316
C 0.052 -0.551 0.223

---

Record 3
A cluster of 2 separate species, C4H6OS in total at a distorted geometry. Source: the Open Molecules 2025 dataset; level of theory: ωB97M-V/def2-TZVPD.

Calculated values
Kohn-Sham gap (alpha / beta), eV: 7.0 / 7.9
Net charge: 0
Energy relative to the best compared isomer or geometry (same formula, charge and spin), kcal per mole: 82.6
Multiplicity: 3
Expectation value of S²: 2.02
HOMO level (alpha / beta), eV: -6.313 / -9.151
LUMO level (alpha / beta), eV: 0.7 / -1.3

Each line ends with the Löwdin spin population.
CARTESIAN COORDINATES (ANGSTROEM)
C: 0.39284 -1.61099 -0.39040  0.07
C: 1.10996 0.67766 1.83499  0.60
C: 0.00766 -0.36762 -0.05749  0.68
C: -0.77873 0.80002 -0.44742  0.09
O: 0.80016 1.79120 1.98813  0.29
S: -1.55590 0.74387 -2.14373  0.08
H: -0.22156 -2.24831 -1.15537  0.04
H: 1.10037 -2.13996 0.26804  0.02
H: 1.77292 0.00481 2.34467  0.11
H: -1.54020 0.98066 0.32701  0.00
H: -0.14212 1.75324 -0.21312  0.01
H: -0.94538 -0.38458 -2.35531  0.00

Atoms 1-2, force components in eV/Å:
C -1.969 0.924 0.206
C -0.168 0.370 -0.149